Below is C6H6Br2FNO as an isolated structure, with properties calculated with ωB97M-V/def2-TZVPD.

Element x y z (Å)
C (-0.97222, -2.71580, -0.40941)
C (1.76601, 0.55616, -0.80792)
C (0.27898, 1.56425, 1.08263)
C (-0.80526, -0.12737, -0.54787)
C (-0.50886, -1.68773, 0.48502)
C (0.36745, 0.86520, -0.34300)
N (-1.46661, -3.47480, -1.08411)
O (2.71534, 0.95936, -0.19671)
F (0.73124, -1.71469, 0.88588)
Br (-1.66659, -1.42472, 2.03259)
Br (0.05945, 2.34486, -1.69706)
H (1.64570, -0.09070, -1.69489)
H (-0.35795, 2.39681, 0.85360)
H (1.24211, 1.79696, 1.45777)
H (-0.27782, 0.86615, 1.67692)
H (-1.65144, 0.29792, -0.07367)
H (-1.09952, -0.41185, -1.61977)

Energy: -152656.56820 eV
Spin multiplicity: 1
HOMO-LUMO gap: 10.151 eV
ΔE to the lowest compared entry with this formula, charge and spin: 0.0 kJ/mol
Largest force on an atom: 0.1045 hartree/bohr

***

Below is a single C5H8FNO molecule, with properties calculated with ωB97M-V/def2-TZVPD.

Element x y z (Å)
C (2.66472, 0.51808, -0.35418)
C (1.32092, -0.01352, 0.16620)
O (1.31580, -0.90552, 1.00352)
N (0.24908, 0.57350, -0.48470)
C (-1.14585, 0.43631, -0.07312)
C (-1.78835, 1.74535, 0.32573)
C (-1.70031, -0.76899, -0.02994)
F (-1.02529, -1.87365, -0.42487)
H (3.41978, -0.05916, 0.17369)
H (2.78176, 0.43082, -1.42595)
H (2.73094, 1.57793, -0.04294)
H (0.46803, 1.31667, -1.09697)
H (-1.75043, 2.46286, -0.51727)
H (-2.87872, 1.64781, 0.57713)
H (-1.18154, 2.18438, 1.12256)
H (-2.73886, -0.97219, 0.19021)

Energy: -11569.33814 eV
Spin multiplicity: 1
SMILES string: CC(=O)N/C(C)=C\F
HOMO-LUMO gap: 9.987 eV
ΔE to the lowest compared entry with this formula, charge and spin: 104.4 kJ/mol
Largest force on an atom: 0.0498 hartree/bohr

***

Below is a 2-piece molecular cluster, CH2Br3P overall, with properties calculated with ωB97M-V/def2-TZVPD.

Element x y z (Å)
C (-1.14672, -0.17090, 0.09136)
P (1.57429, -0.50744, -1.01352)
Br (-1.18749, 1.66237, 0.45829)
Br (1.86640, 1.64184, -0.77860)
Br (2.26488, -1.24131, 1.00789)
H (-1.86502, -0.52747, -0.72053)
H (-1.50635, -0.85710, 0.95510)

Energy: -220483.84430 eV
Spin multiplicity: 1
HOMO-LUMO gap (spin up / spin down): 7.458 / 7.580 eV
ΔE to the lowest compared entry with this formula, charge and spin: 267.6 kJ/mol
Largest force on an atom: 0.0563 hartree/bohr

***

Below is C26H43FN3O2P2PtS2Si2 as an isolated structure, with properties calculated with ωB97M-V/def2-TZVPD.

Element x y z (Å)
Pt (0.27097, -0.37477, -0.03902)
C (2.10687, 1.63930, 2.13685)
Si (2.08919, -0.12356, 1.44861)
C (2.09178, -1.28686, 2.94555)
C (3.78334, -0.40630, 0.65181)
C (5.00864, -0.50664, 1.31166)
C (6.17254, -0.75496, 0.60852)
C (6.13518, -0.90164, -0.77594)
C (4.93156, -0.78403, -1.44657)
C (3.75422, -0.53609, -0.73984)
Si (2.05871, -0.22192, -1.47970)
C (2.28069, 1.50020, -2.25860)
C (1.86828, -1.43469, -2.93753)
H (3.03991, 1.78720, 2.68872)
H (1.27030, 1.83420, 2.80784)
H (2.05710, 2.37921, 1.33690)
H (3.07292, -1.22390, 3.42609)
H (1.90179, -2.32292, 2.67520)
H (1.34480, -0.98745, 3.68028)
H (5.06025, -0.40156, 2.39083)
H (7.11565, -0.84236, 1.13386)
H (7.04702, -1.10565, -1.32402)
H (4.91581, -0.89045, -2.52584)
H (3.04058, 1.46054, -3.04395)
H (2.63523, 2.18566, -1.48568)
H (1.38812, 1.93770, -2.70526)
H (2.41763, -1.05009, -3.80322)
H (0.84636, -1.62355, -3.25475)
H (2.31109, -2.39524, -2.67014)
C (-1.53642, -0.00341, 5.79752)
C (-1.45721, -0.60242, 4.41164)
O (-1.16721, 0.46110, 3.49660)
P (-1.49040, 0.45453, 1.91195)
S (-1.46145, 2.42734, 1.51954)
S (-0.95798, -2.23117, 1.85671)
O (-3.04229, -0.05952, 1.81730)
C (-4.08287, 0.69868, 2.45678)
C (-5.12262, -0.26451, 2.97868)
H (-1.74779, -0.77698, 6.53660)
H (-2.32276, 0.74973, 5.84665)
H (-0.59233, 0.47338, 6.05791)
H (-2.39520, -1.08409, 4.12666)
H (-0.66645, -1.35209, 4.35696)
H (-4.51128, 1.38544, 1.71794)
H (-3.65397, 1.31686, 3.24824)
H (-5.55548, -0.85073, 2.16761)
H (-5.92777, 0.28113, 3.47278)
H (-4.68638, -0.95533, 3.69858)
C (-3.50633, 2.90465, -2.48430)
N (-3.85726, 1.41870, -2.32443)
C (-3.56531, 0.70508, -3.64311)
N (-2.23018, 0.92061, -4.05712)
C (-1.95381, 2.34908, -4.16372)
N (-2.16308, 3.06195, -2.91099)
C (-1.17327, 2.72045, -1.87142)
P (-1.24376, 0.92292, -1.42094)
C (-3.08130, 0.82962, -1.18052)
C (-1.26198, 0.27001, -3.15980)
H (-3.68199, 3.37251, -1.51500)
H (-4.19569, 3.30020, -3.23443)
H (-4.85356, 1.33409, -2.12160)
H (-4.27410, 1.11360, -4.36718)
H (-3.76019, -0.35493, -3.47032)
H (-2.61313, 2.78428, -4.91976)
H (-0.92048, 2.48379, -4.47877)
H (-1.36395, 3.30948, -0.97684)
H (-0.18537, 2.99431, -2.23590)
H (-3.31995, 1.41467, -0.29078)
H (-3.40017, -0.20122, -1.03306)
H (-1.44115, -0.80762, -3.12832)
H (-0.26811, 0.41583, -3.58684)
F (-1.72203, -3.97959, -3.67431)
C (-1.52436, -3.50420, -2.42100)
C (-0.27397, -3.61238, -1.85385)
C (-0.07278, -3.11522, -0.56585)
C (-1.14189, -2.53917, 0.13964)
C (-2.41276, -2.47832, -0.47494)
C (-2.61073, -2.93829, -1.75910)
H (0.52860, -4.08846, -2.39615)
H (0.87885, -3.26951, -0.07566)
H (-3.24212, -2.09885, 0.10824)
H (-3.58670, -2.93797, -2.22627)

Energy: -98195.04708 eV
Spin multiplicity: 2
HOMO-LUMO gap (spin up / spin down): 5.654 / 6.175 eV
ΔE to the lowest compared entry with this formula, charge and spin: 177.0 kJ/mol
Largest force on an atom: 0.0308 hartree/bohr
<S²>: 0.76